{"formula": "C42H37N8O2PRh", "method": "ωB97M-V with the def2-TZVPD basis set", "e_homo_ev": [-15.11, -15.18], "homo_lumo_gap_ev": [7.6, 4.9], "de_lowest_kcal_mol": 0.0, "charge": 3, "e_lumo_ev": [-7.51, -10.25], "e_tot_ha": -2662.253641, "multiplicity": 5, "elements": ["C", "C", "N", "H", "C", "H", "H", "C", "C", "H", "H", "C", "C", "C", "C", "H", "N", "H", "H", "N", "C", "C", "P", "C", "C", "C", "H", "Rh", "H", "C", "N", "C", "H", "H", "C", "H", "C", "C", "H", "H", "C", "C", "C", "H", "N", "C", "H", "H", "H", "O", "H", "H", "N", "H", "C", "C", "C", "C", "H", "C", "H", "H", "C", "H", "H", "C", "C", "H", "C", "H", "C", "O", "N", "H", "C", "C", "C", "H", "H", "H", "C", "C", "C", "C", "N", "C", "H", "H", "H", "H", "C"], "positions_angstrom": [[0.097, 3.064, 0.516], [-1.046, -3.071, -0.884], [-2.156, 0.777, -0.904], [0.017, -3.253, -0.854], [4.794, 1.725, 1.295], [-12.901, -5.056, -2.493], [4.435, 3.319, -0.112], [-5.037, -2.181, -1.287], [0.285, 4.723, -1.211], [-0.440, 6.053, 1.069], [-3.976, -4.709, -1.224], [-4.467, 0.217, -1.315], [0.073, -1.720, 2.104], [-9.405, -1.396, -2.548], [-1.914, -4.153, -1.035], [3.295, -1.831, 2.125], [0.238, 4.298, 0.184], [-9.080, -0.370, -2.504], [-13.927, -4.403, -3.790], [2.685, -1.233, 1.577], [-11.086, -3.078, -2.993], [-0.847, -2.742, 2.342], [1.347, -1.892, 0.787], [1.882, -4.331, 2.021], [0.062, -0.568, 2.908], [-10.666, -1.719, -2.951], [-2.309, -1.497, 5.127], [-0.006, -0.043, 0.028], [-0.556, 5.399, -1.403], [1.816, -3.651, 0.808], [-6.728, -0.768, -1.753], [4.340, 0.506, 1.741], [2.452, 4.820, -1.313], [-0.854, -3.614, 1.704], [-12.899, -4.560, -3.467], [5.705, 2.143, 1.691], [4.074, 2.393, 0.307], [-3.130, -0.145, -1.016], [1.616, 5.929, -2.441], [2.743, -6.138, -1.282], [-5.427, -0.832, -1.439], [-8.908, -3.755, -2.201], [-8.488, -2.405, -2.175], [-1.515, -5.153, -1.106], [-6.152, -2.911, -1.522], [-2.464, 2.037, -1.141], [-11.381, -0.966, -3.241], [2.811, -7.366, 0.863], [0.230, 3.864, -1.884], [1.685, 6.572, -0.538], [4.876, -0.065, 2.481], [-5.787, 1.833, -1.789], [2.421, 0.676, 0.317], [-6.233, -3.916, -1.513], [-3.746, 2.477, -1.472], [1.596, 5.503, -1.435], [2.550, -6.318, 0.846], [2.896, 1.832, -0.146], [-10.477, -5.128, -2.606], [-7.163, -2.022, -1.809], [-0.827, 0.399, 4.598], [-8.245, -4.551, -1.895], [-1.671, -1.540, 4.256], [0.467, 4.968, 2.155], [1.642, -3.823, 2.945], [-0.820, -0.482, 3.973], [0.415, 5.373, 1.145], [2.577, 5.512, 0.992], [-4.772, 1.562, -1.543], [0.791, 0.222, 2.756], [-2.739, -1.534, -0.923], [-12.314, -3.278, -3.393], [-1.433, -1.813, -0.789], [-1.663, 2.755, -1.085], [-3.263, -3.907, -1.105], [-1.684, -2.664, 3.437], [1.699, 6.146, 0.798], [2.313, 2.311, -0.925], [1.765, 7.048, 1.405], [-12.382, -5.193, -4.193], [2.503, -5.633, -0.359], [2.262, -5.661, 2.034], [-3.695, -2.573, -1.073], [2.148, -4.295, -0.382], [-0.076, 1.948, 0.794], [3.150, -0.002, 1.209], [2.153, -3.747, -1.317], [-3.905, 3.522, -1.674], [2.329, -6.186, 2.975], [-2.336, -3.488, 3.672], [-10.175, -4.091, -2.599]], "forces_ev_per_a": [[-0.2, -0.7, 0.4], [0.0, -0.3, -0.2], [0.2, -0.2, 0.2], [-0.1, 0.0, 0.0], [-0.2, -0.2, -0.1], [0.0, 0.2, 0.0], [0.0, 0.1, 0.0], [-0.4, 0.7, -0.2], [0.5, 0.5, -0.7], [0.0, -0.1, 0.0], [0.0, -0.1, 0.0], [0.7, 0.2, 0.1], [0.2, 0.0, -0.2], [-0.6, 0.1, -0.2], [-0.1, 0.1, 0.0], [-0.2, 0.1, -0.1], [0.0, 0.1, -0.1], [0.0, 0.1, 0.0], [0.2, 0.0, 0.0], [0.0, -0.2, -0.3], [-0.2, 0.1, -0.1], [-0.1, 0.1, 0.1], [0.3, -0.6, 1.6], [0.0, 0.1, 0.0], [0.3, -0.2, -0.1], [0.2, 0.2, 0.1], [-0.1, 0.0, 0.0], [-0.1, -0.2, -0.7], [0.0, -0.2, 0.0], [-0.3, 0.3, -0.3], [0.0, 0.4, -0.1], [-0.1, 0.1, -0.1], [0.0, 0.1, 0.0], [0.0, -0.1, 0.1], [-0.5, -1.2, -0.1], [0.2, 0.1, 0.0], [-0.3, 0.0, -0.2], [-0.7, 0.6, -0.2], [0.0, -0.1, 0.1], [0.1, 0.0, -0.1], [-0.1, -1.2, 0.1], [-0.5, -0.2, -0.1], [0.3, 0.1, 0.1], [0.1, -0.1, 0.0], [0.1, 0.0, 0.1], [-0.2, 0.1, -0.1], [-0.1, 0.1, 0.0], [0.1, -0.1, 0.0], [0.0, 0.0, 0.1], [-0.1, 0.2, -0.1], [0.1, 0.0, 0.1], [-0.1, 0.1, 0.0], [-0.4, -0.6, 0.1], [0.0, 0.1, 0.0], [-0.1, -0.2, 0.0], [-0.3, -0.3, -0.2], [0.0, 0.1, 0.0], [0.4, 0.4, 0.0], [0.0, 0.0, 0.0], [-0.3, -0.3, -0.1], [0.0, 0.0, 0.1], [0.0, -0.1, 0.0], [0.1, 0.2, 0.0], [0.0, 0.0, 0.0], [0.0, 0.0, 0.1], [-0.3, 0.0, 0.1], [0.4, 0.8, 0.5], [-0.1, 0.0, 0.0], [0.3, -0.1, 0.1], [0.0, -0.1, 0.0], [-0.4, -0.8, 0.0], [0.9, 1.0, 0.2], [0.1, 0.2, 0.0], [0.0, 0.0, 0.0], [0.3, 0.3, 0.0], [-0.1, 0.0, -0.1], [-0.2, -0.2, 0.4], [0.0, 0.0, 0.1], [0.0, -0.1, 0.1], [0.0, 0.2, 0.0], [0.0, 0.0, -0.1], [0.0, -0.1, 0.1], [0.6, 0.0, 0.1], [0.1, 0.0, 0.1], [0.0, 0.5, -0.2], [0.5, 0.7, -0.2], [0.0, 0.0, -0.1], [-0.1, 0.2, 0.0], [0.0, -0.1, 0.1], [-0.1, -0.1, 0.0], [0.3, -0.4, 0.1]]}

{"formula": "C42H38BrCl3IIrN4O3SSi", "method": "ωB97M-V with the def2-TZVPD basis set", "e_homo_ev": [-7.82, -7.74], "homo_lumo_gap_ev": [6.9, 7.1], "de_lowest_kcal_mol": 54.0, "e_lumo_ev": [-0.89, -0.66], "e_tot_ha": -7112.357218, "multiplicity": 1, "elements": ["O", "H", "C", "H", "C", "C", "C", "N", "C", "H", "C", "H", "H", "C", "C", "H", "H", "H", "C", "C", "H", "H", "C", "C", "C", "Cl", "C", "C", "H", "C", "H", "C", "H", "H", "H", "O", "C", "C", "H", "C", "C", "H", "I", "N", "H", "H", "H", "C", "H", "H", "C", "H", "N", "Si", "C", "C", "H", "C", "C", "O", "H", "C", "Ir", "H", "H", "H", "H", "H", "H", "H", "C", "C", "C", "C", "C", "C", "H", "Cl", "C", "C", "S", "H", "H", "H", "H", "C", "C", "Br", "C", "C", "N", "Cl", "H", "C", "C"], "positions_angstrom": [[-3.231, 1.329, -3.204], [-1.041, -3.299, 3.945], [-5.585, 2.185, 1.106], [-0.033, -3.794, 2.590], [5.287, 0.060, -1.601], [-4.212, -4.479, -6.091], [-3.754, 0.889, 0.284], [-0.805, 1.102, 1.664], [-1.066, -3.687, 2.926], [0.267, 3.087, 0.602], [-0.956, -7.849, -2.509], [-4.355, -4.951, -7.062], [-0.149, -5.728, -4.988], [-3.811, -2.242, 2.381], [-2.367, -3.555, 0.163], [6.038, 0.129, -2.379], [-1.964, -1.205, -2.838], [-4.465, -0.103, -7.856], [-4.643, 1.191, 1.306], [-0.228, -7.287, -3.544], [-1.749, -0.923, 4.166], [0.587, 3.950, 2.125], [-4.605, -3.028, -6.189], [-1.514, -0.003, 3.654], [-0.715, 2.267, 2.303], [-0.359, -9.240, -1.680], [-4.190, -2.199, -7.273], [3.344, -0.119, 0.338], [-3.213, -3.853, -3.951], [0.413, -3.390, -2.806], [-6.415, 3.632, -0.243], [-2.642, -6.172, -2.778], [-0.968, 4.146, 1.310], [-1.510, -4.684, 2.959], [-4.446, -1.948, 1.543], [-2.817, -4.638, -5.825], [2.902, 0.157, -0.979], [-4.778, 2.551, -1.113], [-3.864, -1.453, 3.133], [-1.088, 2.366, 3.633], [1.271, 0.662, -2.672], [-4.239, -3.144, 2.821], [-6.936, 2.653, 2.656], [-0.686, -2.826, -3.417], [-4.830, 3.065, -2.064], [6.686, -0.313, -0.037], [-1.761, -2.353, -5.127], [-1.204, -0.036, 2.281], [-0.526, -3.594, -5.343], [-1.475, -4.066, -0.203], [5.647, -0.183, -0.309], [-2.752, -7.764, -1.347], [-0.359, -1.738, -1.546], [-2.053, -2.581, 1.745], [3.934, 0.246, -1.965], [-1.120, -1.839, -2.611], [-2.741, -2.910, -0.632], [-1.912, -5.550, -3.793], [1.545, 0.360, -1.357], [-1.618, 1.025, -1.712], [-1.069, 3.326, 4.128], [-4.636, -0.924, -7.180], [-0.280, 0.105, -0.245], [-4.819, -5.002, -5.346], [0.247, 0.834, -2.986], [2.016, 1.009, -4.661], [-3.581, -2.570, -8.085], [-3.128, -4.308, 0.370], [0.962, -4.203, -3.242], [0.707, -7.729, -3.858], [2.284, 0.760, -3.643], [-0.172, 3.435, 1.536], [-0.714, -6.154, -4.168], [0.608, -2.700, -1.651], [-3.808, 1.574, -0.922], [-5.667, 2.865, -0.098], [1.370, -2.828, -0.901], [-4.181, -5.577, -2.269], [-1.478, 1.209, 4.307], [-2.831, 1.281, -2.048], [-5.576, -0.669, -5.769], [4.373, 0.596, -4.043], [4.927, -0.457, 1.712], [-4.601, 0.661, 2.248], [-1.746, 1.264, 5.355], [-2.392, -4.301, -4.516], [4.655, -0.271, 0.682], [2.061, -0.282, 1.745], [3.586, 0.541, -3.301], [-2.171, -7.308, -2.135], [-1.227, -1.089, 1.450], [-6.090, -2.878, -3.855], [-3.018, 0.107, 0.419], [-5.360, -2.315, -5.299], [-1.298, -3.227, -4.668]], "forces_ev_per_a": [[0.2, -0.1, 0.1], [0.0, 0.0, 0.0], [-0.2, 0.1, 0.2], [0.0, 0.0, -0.1], [0.1, 0.0, 0.1], [-0.1, 0.3, 0.0], [0.0, 0.1, -0.1], [0.5, 0.1, -1.0], [-0.3, 0.2, -0.1], [0.0, 0.1, 0.0], [-0.1, 0.2, -0.1], [-0.1, -0.1, 0.1], [0.0, 0.0, 0.0], [0.4, 0.0, 0.1], [0.4, 0.2, 0.2], [0.0, 0.0, 0.0], [0.1, 0.1, -0.1], [0.0, 0.0, 0.0], [0.0, 0.0, 0.1], [0.1, 0.0, -0.1], [-0.1, 0.0, 0.0], [0.0, 0.0, 0.0], [0.0, -0.1, 0.2], [0.1, 0.1, 0.0], [0.2, 0.3, 0.0], [0.1, -0.1, 0.0], [0.0, -0.1, 0.0], [0.1, 0.0, 0.3], [0.0, 0.0, 0.0], [0.1, 0.1, 0.2], [0.0, 0.0, 0.0], [0.3, 0.0, -0.1], [0.0, 0.0, 0.0], [0.0, 0.0, 0.0], [0.0, 0.0, 0.0], [0.2, 0.0, -0.1], [-0.1, 0.0, 0.2], [0.0, 0.0, 0.0], [0.0, 0.0, 0.0], [-0.1, -0.1, -0.1], [0.2, 0.0, -0.1], [0.0, -0.1, 0.0], [0.2, -0.1, -0.2], [0.0, 0.0, 0.3], [0.0, 0.0, 0.0], [0.0, 0.0, 0.0], [0.1, 0.0, 0.0], [-0.2, -0.1, 0.4], [0.0, 0.1, 0.0], [0.0, 0.0, -0.1], [0.0, 0.0, -0.2], [0.0, 0.0, 0.0], [0.3, 1.7, 0.5], [-0.4, -0.5, 0.0], [-0.3, 0.0, 0.0], [-0.2, 0.2, -0.2], [-0.1, 0.0, 0.0], [-0.2, 0.1, 0.0], [-1.9, 0.9, -0.2], [1.7, -0.5, 0.0], [0.1, 0.0, 0.0], [-0.1, 0.2, 0.1], [-0.2, -3.2, 1.0], [0.1, 0.0, 0.0], [0.0, 0.0, 0.1], [0.0, 0.0, 0.0], [0.0, 0.0, 0.0], [0.0, -0.1, 0.0], [0.0, -0.1, 0.0], [0.0, 0.0, 0.0], [0.1, -0.1, 0.0], [-0.1, -0.1, 0.0], [-0.1, 0.0, 0.0], [0.1, -0.2, -0.1], [0.1, 0.0, -0.2], [0.0, 0.1, 0.0], [0.0, 0.1, 0.0], [-0.2, 0.1, 0.0], [0.0, 0.0, -0.1], [-0.7, 0.1, 0.6], [0.1, -0.3, 0.1], [0.0, 0.0, 0.0], [0.0, 0.0, 0.0], [0.0, 0.0, 0.0], [0.0, 0.0, 0.0], [0.0, 0.0, 0.3], [-0.2, 0.0, 0.1], [-0.2, -0.1, -0.5], [0.0, 0.0, -0.1], [0.0, 0.0, 0.1], [0.1, 0.6, -0.9], [0.0, -0.1, 0.1], [0.0, 0.0, 0.0], [0.0, 0.2, -0.3], [-0.3, -0.2, -0.2]]}